# 1
DFT (ωB97M-V with the def2-TZVPD basis set) results for C18H28BF5N3O21Tl as an isolated structure in a non-equilibrium geometry.

Positions of all 77 atoms, in Å:
H 4.71 2.18 0.47
H -2.51 -5.93 -3.45
H 0.90 -2.87 0.96
C 3.02 -2.30 0.69
O 0.45 3.83 -0.04
C -0.57 2.70 4.73
C 2.29 1.61 -1.56
O -4.61 -2.67 1.43
O -1.62 4.45 -0.44
C -3.78 3.18 1.08
H -1.51 5.11 1.58
C -0.71 3.53 -0.72
O 3.58 -3.56 0.80
H -0.46 -0.67 1.20
C -2.16 -4.91 -3.62
O -0.92 2.50 -1.43
H -3.07 0.06 1.47
F 0.82 4.87 1.85
C -0.57 1.57 2.79
H 2.78 -1.97 -0.32
H 3.94 -4.08 -3.28
H 3.05 -3.90 -5.57
H 3.33 4.42 -0.76
H -4.07 4.04 0.48
C -3.64 -0.70 2.01
H -0.01 -0.41 -0.49
H 3.25 2.83 0.96
O 1.43 0.85 -2.14
O -1.87 -3.25 -2.02
F 1.32 -4.86 -5.08
H 1.05 0.41 3.78
N -4.04 -1.72 1.01
H 2.75 -5.46 -3.15
O 2.11 -3.65 -2.52
C 3.72 2.41 0.07
H -1.38 -1.41 -0.06
H -2.86 -1.14 2.64
O -5.31 1.40 0.76
O -1.18 2.56 3.53
C 2.35 -3.99 -4.73
H -4.33 3.17 2.02
C 2.90 -4.40 -3.38
C 0.41 5.04 0.60
O 3.03 1.32 -0.48
H -1.08 -5.02 -3.55
O 1.90 -2.71 -4.43
B -0.83 -0.52 0.20
F 1.71 2.10 2.78
C -1.09 5.33 0.60
N -2.50 -4.28 -2.33
O -3.85 -1.45 -0.20
H -1.49 0.33 0.10
N -4.28 1.97 0.33
C 3.14 -4.11 2.05
O -3.66 1.61 -0.67
H -2.47 -4.43 -4.55
O 2.21 -3.29 2.58
C 1.62 -2.60 -3.16
O 2.66 2.85 -1.93
O 0.77 -1.91 -2.75
C 1.71 -2.45 1.55
O -0.98 3.33 5.73
C 0.81 1.44 3.50
O 0.62 2.19 4.69
H -0.49 1.91 1.76
C 3.62 3.41 -1.06
H -4.48 -0.29 2.56
H -1.28 6.39 0.42
H 1.00 5.85 0.17
H -2.73 3.02 1.33
H 1.42 -1.44 1.85
O 3.59 -5.07 2.63
F 3.77 -1.44 1.36
Tl -1.67 -0.18 -2.58
F 4.74 3.46 -1.74
H -1.11 0.62 2.71
O -3.33 -4.84 -1.62

Computed properties:
**HOMO level (alpha / beta)**: -0.6309 / -0.6311 Eh
**Frontier orbital gap (alpha / beta)**: 3.39 / 2.34 eV
**Max |F|**: 7.08 eV/Å
**Expectation value of S²**: 1.773
**2S+1**: 2
**Lowest unoccupied orbital energy (alpha / beta)**: -13.775 / -14.832 eV
**Charge**: +3

Just the Löwdin charges please, in e? Sure, here they are:
1. H 0.166
2. H 0.113
3. H 0.157
4. C -0.313
5. O 0.113
6. C -0.522
7. C -0.366
8. O 0.300
9. O 0.076
10. C 0.090
11. H 0.140
12. C -0.434
13. O 0.199
14. H -0.008
15. C 0.072
16. O 0.006
17. H 0.061
18. F 0.115
19. C -0.101
20. H 0.183
21. H 0.153
22. H 0.186
23. H 0.180
24. H 0.127
25. C 0.100
26. H 0.036
27. H 0.129
28. O 0.157
29. O -0.059
30. F 0.065
31. H 0.168
32. N -0.260
33. H 0.158
34. O 0.077
35. C -0.025
36. H -0.039
37. H 0.137
38. O 0.070
39. O 0.068
40. C -0.237
41. H 0.115
42. C -0.048
43. C -0.353
44. O 0.094
45. H 0.095
46. O 0.180
47. B -0.453
48. F 0.100
49. C 0.014
50. N -0.400
51. O 0.327
52. H -0.057
53. N -0.376
54. C -0.264
55. O 0.013
56. H 0.124
57. O 0.179
58. C -0.615
59. O 0.175
60. O 0.082
61. C 0.000
62. O 0.163
63. C -0.267
64. O 0.180
65. H 0.119
66. C -0.312
67. H 0.145
68. H 0.155
69. H 0.184
70. H 0.078
71. H 0.130
72. O 0.545
73. F 0.144
74. Tl 1.215
75. F 0.151
76. H 0.095
77. O 0.108

---

# 2
DFT (ωB97M-V with the def2-TZVPD basis set) results for C18H28BiN as an isolated structure in a non-equilibrium geometry.

Positions of all 48 atoms, in Å:
H 2.78 -1.62 -2.03
C 0.43 -0.56 4.63
H 1.46 -2.70 1.27
C 0.45 -2.16 -0.57
H 0.45 3.85 -0.02
H 1.93 -0.50 1.06
H -1.01 -1.10 -4.28
H -3.63 -1.79 -1.67
H -0.56 2.96 -1.14
H -1.84 0.23 -3.53
C -0.64 -0.96 -2.21
H -3.42 -0.77 -0.25
H 0.87 3.92 -3.07
H 1.06 -1.38 2.70
H 1.45 5.08 -1.83
Bi 0.93 0.68 0.23
C -1.55 -2.64 1.01
H -0.85 -2.65 1.86
C 0.63 -1.44 -1.80
H -0.97 2.25 2.37
C 0.55 -0.58 3.25
C -0.21 0.53 5.25
H 2.29 2.44 -0.31
C 1.88 -1.38 -2.59
C -0.58 1.49 3.08
H -2.43 -2.04 1.31
C -0.93 -2.09 -0.23
C -0.70 1.56 4.45
C 0.43 3.42 -1.03
H 1.46 -3.96 0.02
C -3.03 -0.98 -1.25
H -0.30 5.03 -2.26
H -0.31 0.56 6.31
H 1.94 2.02 -2.02
C 1.52 -2.87 0.18
C -1.59 -1.32 -1.23
C -0.92 -0.33 -3.52
H 1.81 -2.12 -3.41
H -1.91 -3.67 0.85
N 0.05 0.44 2.49
H -0.12 0.34 -3.84
H 2.51 -2.54 -0.14
H -3.20 -0.10 -1.86
C 0.61 4.45 -2.13
C 1.53 2.40 -1.09
H 0.83 -1.41 5.17
H -1.20 2.44 4.86
H 2.05 -0.41 -3.07

Computed properties:
**HOMO level (alpha / beta)**: -0.5272 / -0.5234 Eh
**Frontier orbital gap (alpha / beta)**: 5.14 / 5.91 eV
**ΔE to the lowest compared entry with this formula, charge and spin**: 16.86 kJ/mol
**Max |F|**: 4.18 eV/Å
**Lowest unoccupied orbital energy (alpha / beta)**: -9.205 / -8.334 eV
**Charge**: +2

Just the Löwdin charges please, in e? Sure, here they are:
1. H 0.085
2. C -0.005
3. H 0.059
4. C -0.253
5. H 0.112
6. H -0.044
7. H 0.124
8. H 0.110
9. H 0.099
10. H 0.087
11. C -0.205
12. H 0.083
13. H 0.091
14. H 0.078
15. H 0.097
16. Bi 1.867
17. C -0.001
18. H 0.072
19. C -0.284
20. H 0.123
21. C -0.149
22. C 0.015
23. H 0.024
24. C -0.033
25. C -0.119
26. H 0.092
27. C -0.195
28. C -0.016
29. C -0.363
30. H 0.126
31. C -0.015
32. H 0.097
33. H 0.123
34. H 0.078
35. C -0.037
36. C -0.216
37. C 0.012
38. H 0.117
39. H 0.119
40. N -0.167
41. H 0.088
42. H 0.080
43. H 0.078
44. C -0.074
45. C -0.302
46. H 0.129
47. H 0.130
48. H 0.081

---

# 3
DFT (ωB97M-V with the def2-TZVPD basis set) results for C18H28Br2N3ORhSSi as an isolated structure in a non-equilibrium geometry.

Positions of all 55 atoms, in Å:
C -6.11 -1.95 -0.37
H 1.60 2.84 3.88
H -0.54 1.13 2.47
C -1.19 1.67 -2.06
C -3.72 -1.87 -0.53
C 4.47 1.23 3.51
H -0.75 2.53 -2.52
O 1.49 0.79 1.00
H -1.04 -1.21 -0.67
Rh 1.63 0.72 -1.21
Si 2.02 -1.73 -1.65
C -4.87 -2.57 -0.25
H 0.09 -1.39 -3.27
S 2.31 1.74 1.89
H 0.29 0.68 3.97
C 1.28 -2.22 0.04
C 3.28 4.16 -1.36
H -3.37 1.99 -2.13
C -6.17 -0.61 -0.77
H 3.56 -3.63 -1.83
C -7.33 -2.65 -0.10
H 2.08 -2.66 0.64
C -1.32 -0.27 -1.11
H 1.66 -1.26 -4.07
C 3.69 -2.55 -1.81
H 1.05 -2.84 -3.59
Br 1.67 3.41 -1.07
H -2.77 -2.38 -0.42
H -5.09 1.12 -1.32
Br 3.98 0.75 -1.40
C -2.51 1.40 -1.88
N -0.45 0.62 -1.58
H 4.20 -2.26 -2.74
H -4.82 -3.60 0.07
H 5.00 0.52 4.15
C -0.06 1.52 3.36
C -3.78 -0.55 -0.94
H -7.13 -0.12 -0.86
H 3.33 -0.30 2.46
C -5.01 0.08 -1.04
C 1.06 2.48 3.00
H 4.35 -2.31 -0.98
N -2.58 0.16 -1.28
H -0.81 2.05 3.94
H 5.11 1.47 2.67
H 4.30 2.13 4.10
H 3.54 5.02 -0.76
H 0.67 3.33 2.45
C 3.16 0.61 3.04
H 0.85 -1.40 0.60
H 0.52 -3.00 -0.10
C 1.10 -1.79 -3.30
H 3.88 3.80 -2.19
H 2.49 0.38 3.86
N -8.31 -3.20 0.09

Computed properties:
**HOMO level (alpha / beta)**: -0.5159 / -0.5161 Eh
**Frontier orbital gap (alpha / beta)**: 4.19 / 4.27 eV
**ΔE to the lowest compared entry with this formula, charge and spin**: 333.14 kJ/mol
**Max |F|**: 1.79 eV/Å
**Lowest unoccupied orbital energy (alpha / beta)**: -9.848 / -9.776 eV
**Charge**: +2

Just the Löwdin charges please, in e? Sure, here they are:
1. C -0.207
2. H 0.105
3. H 0.068
4. C -0.125
5. C 0.002
6. C -0.118
7. H 0.085
8. O -0.670
9. H 0.114
10. Rh 0.306
11. Si 0.572
12. C 0.005
13. H 0.012
14. S 0.914
15. H 0.080
16. C -0.189
17. C -0.228
18. H 0.130
19. C 0.010
20. H 0.055
21. C -0.163
22. H 0.045
23. C -0.115
24. H 0.046
25. C -0.241
26. H 0.056
27. Br 0.990
28. H 0.108
29. H 0.111
30. Br 0.184
31. C -0.004
32. N -0.088
33. H 0.038
34. H 0.134
35. H 0.093
36. C -0.112
37. C -0.163
38. H 0.136
39. H 0.097
40. C 0.007
41. C -0.357
42. H 0.025
43. N 0.021
44. H 0.095
45. H 0.078
46. H 0.081
47. H 0.058
48. H 0.083
49. C -0.353
50. H -0.006
51. H 0.043
52. C -0.173
53. H 0.034
54. H 0.091
55. N 0.198

---

Q: Which of these has the highest max |F|?
A: C18H28BF5N3O21Tl

---

What did the second record say?
DFT (ωB97M-V with the def2-TZVPD basis set) results for C18H28BiN as an isolated structure in a non-equilibrium geometry.

Positions of all 48 atoms, in Å:
H 2.78 -1.62 -2.03
C 0.43 -0.56 4.63
H 1.46 -2.70 1.27
C 0.45 -2.16 -0.57
H 0.45 3.85 -0.02
H 1.93 -0.50 1.06
H -1.01 -1.10 -4.28
H -3.63 -1.79 -1.67
H -0.56 2.96 -1.14
H -1.84 0.23 -3.53
C -0.64 -0.96 -2.21
H -3.42 -0.77 -0.25
H 0.87 3.92 -3.07
H 1.06 -1.38 2.70
H 1.45 5.08 -1.83
Bi 0.93 0.68 0.23
C -1.55 -2.64 1.01
H -0.85 -2.65 1.86
C 0.63 -1.44 -1.80
H -0.97 2.25 2.37
C 0.55 -0.58 3.25
C -0.21 0.53 5.25
H 2.29 2.44 -0.31
C 1.88 -1.38 -2.59
C -0.58 1.49 3.08
H -2.43 -2.04 1.31
C -0.93 -2.09 -0.23
C -0.70 1.56 4.45
C 0.43 3.42 -1.03
H 1.46 -3.96 0.02
C -3.03 -0.98 -1.25
H -0.30 5.03 -2.26
H -0.31 0.56 6.31
H 1.94 2.02 -2.02
C 1.52 -2.87 0.18
C -1.59 -1.32 -1.23
C -0.92 -0.33 -3.52
H 1.81 -2.12 -3.41
H -1.91 -3.67 0.85
N 0.05 0.44 2.49
H -0.12 0.34 -3.84
H 2.51 -2.54 -0.14
H -3.20 -0.10 -1.86
C 0.61 4.45 -2.13
C 1.53 2.40 -1.09
H 0.83 -1.41 5.17
H -1.20 2.44 4.86
H 2.05 -0.41 -3.07

Computed properties:
**HOMO level (alpha / beta)**: -0.5272 / -0.5234 Eh
**Frontier orbital gap (alpha / beta)**: 5.14 / 5.91 eV
**ΔE to the lowest compared entry with this formula, charge and spin**: 16.86 kJ/mol
**Max |F|**: 4.18 eV/Å
**Lowest unoccupied orbital energy (alpha / beta)**: -9.205 / -8.334 eV
**Charge**: +2

Just the Löwdin charges please, in e? Sure, here they are:
1. H 0.085
2. C -0.005
3. H 0.059
4. C -0.253
5. H 0.112
6. H -0.044
7. H 0.124
8. H 0.110
9. H 0.099
10. H 0.087
11. C -0.205
12. H 0.083
13. H 0.091
14. H 0.078
15. H 0.097
16. Bi 1.867
17. C -0.001
18. H 0.072
19. C -0.284
20. H 0.123
21. C -0.149
22. C 0.015
23. H 0.024
24. C -0.033
25. C -0.119
26. H 0.092
27. C -0.195
28. C -0.016
29. C -0.363
30. H 0.126
31. C -0.015
32. H 0.097
33. H 0.123
34. H 0.078
35. C -0.037
36. C -0.216
37. C 0.012
38. H 0.117
39. H 0.119
40. N -0.167
41. H 0.088
42. H 0.080
43. H 0.078
44. C -0.074
45. C -0.302
46. H 0.129
47. H 0.130
48. H 0.081

---

Q: max |F| of number 3 (C18H28Br2N3ORhSSi)?
A: 1.79 eV/Å

---

Q: max |F| of number 3 (C18H28Br2N3ORhSSi)?
A: 1.79 eV/Å